DFT (ωB97M-V with the def2-TZVPD basis set) results for a single C5H9NO molecule.

Calculated values
* SMILES: [H]/N=C1/CCCCO1
* Kohn-Sham gap: 10.5 eV
* multiplicity: 1

Structure (XYZ):
```
16
Properties=species:S:1:pos:R:3:forces:R:3
O -1.382 0.192 0.669 -0.226 0.019 -0.064
N -2.007 1.327 -1.206 0.212 -0.179 0.263
C -1.088 0.795 -0.514 -0.141 0.146 -0.150
C 0.351 0.881 -0.974 0.016 0.066 -0.047
C 0.627 -1.197 0.435 -0.017 -0.065 -0.024
C 1.344 -0.050 -0.262 0.115 -0.002 0.044
C -0.447 -0.645 1.349 0.184 -0.138 0.164
H 0.004 -0.074 2.171 -0.016 0.004 -0.131
H 0.328 0.724 -2.053 0.029 -0.087 0.104
H 1.328 -1.783 1.038 -0.068 0.022 -0.062
H 0.179 -1.879 -0.297 -0.001 0.089 0.039
H 0.654 1.924 -0.843 -0.037 -0.050 -0.007
H 2.082 -0.437 -0.970 -0.104 0.074 0.028
H -1.043 -1.448 1.794 0.072 0.116 -0.066
H 1.911 0.514 0.487 -0.092 -0.039 -0.034
H -2.907 1.198 -0.741 0.074 0.023 -0.056
```
Positions in Å, forces in eV/Å.

=====

DFT (ωB97M-V with the def2-TZVPD basis set) results for 2 unconnected molecules or ions with the total composition C5H9NO.

Calculated values
* Kohn-Sham gap: 8.1 eV
* multiplicity: 1

Structure (XYZ):
```
16
Properties=species:S:1:pos:R:3:forces:R:3
O 0.692 0.388 -0.825 -0.274 -0.247 -0.065
N -1.525 1.631 0.871 1.148 0.545 0.071
C -0.130 -1.099 0.907 0.069 0.030 0.058
C -0.515 2.233 0.974 -1.409 -0.460 0.069
C -0.221 -0.374 -0.381 0.221 0.090 -0.015
C 1.804 0.917 -0.025 0.143 -0.027 0.005
C -1.412 -0.585 -1.245 0.172 0.077 0.036
H 1.885 1.958 -0.339 0.012 -0.305 -0.008
H -0.757 -0.508 1.588 0.070 -0.101 0.043
H 0.887 -1.163 1.296 -0.142 0.100 -0.051
H 2.689 0.328 -0.285 -0.196 0.087 0.010
H 1.579 0.924 1.041 -0.085 -0.159 -0.287
H -0.552 -2.102 0.803 0.008 0.188 -0.026
H -2.135 0.126 -0.809 0.052 -0.098 -0.097
H -1.236 -0.328 -2.291 0.081 0.061 0.226
H -1.806 -1.601 -1.148 0.129 0.219 0.030
```
Positions in Å, forces in eV/Å.

=====

DFT (ωB97M-V with the def2-TZVPD basis set) results for a single C5H9NO molecule.

Calculated values
* SMILES: C[C@H]1OC[C@H]2N[C@@H]21
* Kohn-Sham gap: 9.7 eV
* multiplicity: 1

Structure (XYZ):
```
16
Properties=species:S:1:pos:R:3:forces:R:3
O 0.434 -1.339 0.072 1.552 0.742 -0.226
N -0.564 1.536 1.215 -0.139 3.679 5.960
C -0.049 0.874 0.260 1.983 -2.954 -6.796
C 0.010 -0.105 -2.162 3.642 -0.920 -0.782
C -0.407 0.137 1.507 -0.351 -0.739 1.633
C 0.852 -0.791 1.377 -0.518 1.602 1.160
C -0.329 -0.257 -0.646 -2.197 -0.612 -1.170
H -1.475 -0.317 1.426 2.484 -0.140 0.265
H 0.977 1.064 0.050 1.132 0.617 0.195
H -1.401 -0.555 -0.487 0.747 0.102 -1.007
H 1.893 -0.245 1.614 -2.138 -0.805 -1.511
H 1.077 0.570 -2.418 -3.166 -1.700 1.135
H -0.809 0.315 -2.821 0.858 -0.673 1.048
H 0.370 -1.185 -2.491 -1.134 2.189 0.208
H -1.461 1.842 1.373 -2.332 0.810 -0.099
H 0.882 -1.544 2.133 -0.421 -1.198 -0.015
```
Positions in Å, forces in eV/Å.

=====

Listing ΔE to the lowest compared entry with this formula, charge and spin for the structures above in their given order: 90.2; 377.2; 702.4 kJ/mol.
Listing E_HOMO for the structures above in their given order: -0.3523; -0.3164; -0.3170 Ha.
Listing strongest force on any atom for the structures above in their given order: 0.4; 1.5; 7.7 eV Å⁻¹.